No. 1
Here is a cluster of 2 separate species, H2N2O4S in total at a distorted geometry from OMol25. Energies are from wB97M-V/def2-TZVPD.

Last column: natural (NBO) charge in e.
Cartesian coordinates (Å):
1 N 2.54 0.36 0.10  0.454
2 N 1.76 0.23 0.88  -0.137
3 O 3.28 0.56 -0.74  -0.313
4 O -0.78 1.15 -0.04  -0.895
5 O -2.46 -0.79 0.33  -0.921
6 O -0.36 -1.05 -1.01  -0.928
7 S -0.74 -0.46 0.28  1.728
8 H -0.45 1.39 -0.91  0.509
9 H -2.79 -1.40 1.12  0.502

Results
**Kohn-Sham gap**: 0.405 Ha
**LUMO level**: 0.471 eV
**HOMO energy**: -10.6 eV
**F_max**: 3.97 eV/A
**Molar mass**: 126.1 g mol⁻¹
**Energy relative to the best compared isomer or geometry (same formula, charge and spin)**: 0.487 eV


No. 2
Here is a structure of composition H2N2O4S at a distorted geometry from OMol25. Energies are from wB97M-V/def2-TZVPD.

Last column: natural (NBO) charge in e.
Cartesian coordinates (Å):
1 N 0.31 -0.32 -0.52  -0.552
2 N 1.55 1.62 -0.44  0.393
3 O 1.58 1.45 0.83  -0.485
4 O 0.89 0.77 -1.10  -0.107
5 O 0.59 2.24 3.29  -0.861
6 O 0.67 3.93 1.50  -0.867
7 S 1.40 3.08 2.41  1.682
8 H -0.62 -0.61 -0.79  0.395
9 H 0.40 -0.13 0.63  0.402

Results
**Kohn-Sham gap (spin up / spin down)**: 0.369 / 0.369 Ha
**LUMO level (spin up / spin down)**: -0.813 / -0.812 eV
**HOMO energy (spin up / spin down)**: -10.9 / -10.9 eV
**F_max**: 6.36 eV/A
**Molar mass**: 126.1 g mol⁻¹
**Energy relative to the best compared isomer or geometry (same formula, charge and spin)**: 3.128 eV


No. 3
Here is a cluster of 2 separate species, H2N2O4S in total at a distorted geometry from OMol25. Energies are from wB97M-V/def2-TZVPD.

Last column: natural (NBO) charge in e.
Cartesian coordinates (Å):
1 N -2.02 -0.08 -0.18  -0.987
2 N 2.20 0.69 0.00  0.735
3 O 3.16 0.03 -0.25  -0.411
4 O 2.17 1.84 0.35  -0.415
5 O 0.97 0.14 -0.14  -0.735
6 O -1.03 -2.12 0.73  -0.777
7 S -0.94 -1.26 -0.40  1.714
8 H -2.47 0.07 0.71  0.437
9 H -2.05 0.70 -0.82  0.439

Results
**Kohn-Sham gap (spin up / spin down)**: 0.238 / 0.238 Ha
**LUMO level (spin up / spin down)**: -2.547 / -2.548 eV
**HOMO energy (spin up / spin down)**: -9.0 / -9.0 eV
**F_max**: 2.38 eV/A
**Molar mass**: 126.1 g mol⁻¹
**Energy relative to the best compared isomer or geometry (same formula, charge and spin)**: 3.665 eV


No. 4
Here is a cluster of 2 separate species, H2N2O5S in total at a distorted geometry from OMol25. Energies are from wB97M-V/def2-TZVPD.

Last column: natural (NBO) charge in e.
Cartesian coordinates (Å):
1 O 1.50 0.25 -2.06  -0.913
2 S 0.50 -0.08 -1.13  2.509
3 O -0.88 0.11 -1.44  -0.897
4 O 0.60 -1.62 -0.59  -0.847
5 O 1.00 0.54 0.26  -0.879
6 H 0.20 -1.30 0.24  0.485
7 H 1.78 1.03 -0.05  0.520
8 N -0.60 -0.20 1.37  -0.140
9 N -1.54 0.38 1.56  0.470
10 O -2.56 0.88 1.84  -0.308

Results
**Kohn-Sham gap**: 0.450 Ha
**LUMO level**: 0.359 eV
**SMILES**: O=S(=O)(O)O.N#[N+][O-]
**HOMO energy**: -11.9 eV
**F_max**: 3.67 eV/A
**Molar mass**: 142.1 g mol⁻¹
**Energy relative to the best compared isomer or geometry (same formula, charge and spin)**: 0.373 eV


No. 5
Here is a structure of composition H2N3O2 at a distorted geometry from OMol25. Energies are from wB97M-V/def2-TZVPD.

Last column: natural (NBO) charge in e.
Cartesian coordinates (Å):
1 N -1.79 -0.45 0.04  0.135
2 N -0.77 0.31 0.22  -0.417
3 N 0.95 -0.50 0.38  -0.105
4 O 2.00 0.25 0.21  -0.580
5 O -2.94 0.10 0.15  -0.609
6 H -0.82 1.35 0.44  0.309
7 H 0.85 -1.14 -0.42  0.268

Results
**Kohn-Sham gap (spin up / spin down)**: 0.310 / 0.310 Ha
**LUMO level (spin up / spin down)**: 5.291 / 5.291 eV
**HOMO energy (spin up / spin down)**: -3.1 / -3.1 eV
**Charge**: -1
**F_max**: 2.82 eV/A
**Molar mass**: 76.0 g mol⁻¹
**Energy relative to the best compared isomer or geometry (same formula, charge and spin)**: 3.151 eV


No. 6
Here is a cluster of 2 separate species, H2NO2P in total at a distorted geometry from OMol25. Energies are from wB97M-V/def2-TZVPD.

Last column: natural (NBO) charge in e.
Cartesian coordinates (Å):
1 N -0.98 -3.55 -1.67  0.223
2 O -1.94 -3.22 -2.36  -0.532
3 O 0.21 -3.69 -2.34  -0.690
4 P 0.63 4.06 2.05  -0.866
5 H 1.50 3.29 1.48  -0.060
6 H 0.58 3.10 2.84  -0.074

Results
**Kohn-Sham gap**: 0.232 Ha
**LUMO level**: 7.231 eV
**HOMO energy**: 0.9 eV
**Charge**: -2
**F_max**: 6.45 eV/A
**Molar mass**: 79.0 g mol⁻¹
**Energy relative to the best compared isomer or geometry (same formula, charge and spin)**: 1.822 eV


What did the second record say?
Here is a structure of composition H2N2O4S at a distorted geometry from OMol25. Energies are from wB97M-V/def2-TZVPD.

Last column: natural (NBO) charge in e.
Cartesian coordinates (Å):
1 N 0.31 -0.32 -0.52  -0.552
2 N 1.55 1.62 -0.44  0.393
3 O 1.58 1.45 0.83  -0.485
4 O 0.89 0.77 -1.10  -0.107
5 O 0.59 2.24 3.29  -0.861
6 O 0.67 3.93 1.50  -0.867
7 S 1.40 3.08 2.41  1.682
8 H -0.62 -0.61 -0.79  0.395
9 H 0.40 -0.13 0.63  0.402

Results
**Kohn-Sham gap (spin up / spin down)**: 0.369 / 0.369 Ha
**LUMO level (spin up / spin down)**: -0.813 / -0.812 eV
**HOMO energy (spin up / spin down)**: -10.9 / -10.9 eV
**F_max**: 6.36 eV/A
**Molar mass**: 126.1 g mol⁻¹
**Energy relative to the best compared isomer or geometry (same formula, charge and spin)**: 3.128 eV